# 1
Here is 2 unconnected molecules or ions with the total composition C5H11NS at a distorted geometry from OMol25. Energies are from ωB97M-V/def2-TZVPD.

```
! wB97M-V def2-TZVPD RIJCOSX def2/J DEFGRID3
* xyz 0 1
C -0.705 0.659 2.194
C -1.440 -0.362 1.253
C -0.315 0.392 0.766
C -0.510 0.912 -1.729
C 0.014 1.356 -0.340
N 2.647 -2.284 -0.979
S 2.045 -1.992 0.556
H -1.195 1.532 2.495
H -0.213 0.104 2.951
H -1.293 -1.493 1.449
H -2.370 -0.141 0.960
H -0.490 1.813 -2.310
H -1.498 0.686 -1.677
H -0.065 -0.068 -2.091
H -0.602 2.239 0.005
H 1.063 1.387 -0.552
H 2.603 -1.547 -1.652
H 2.325 -3.193 -1.299
*
```

Summary:
ΔE to the lowest compared entry with this formula, charge and spin in kcal per mole: 110.30
E in eV: -17683.68012
Kohn-Sham gap (alpha / beta) in eV: 9.260 / 6.559
LUMO level (alpha / beta) in Ha: 0.025 / -0.030

---

# 2
Here is a single C5H11NS molecule at a distorted geometry from OMol25. Energies are from ωB97M-V/def2-TZVPD.

```
! wB97M-V def2-TZVPD RIJCOSX def2/J DEFGRID3
* xyz 0 1
C -2.199 1.458 -0.192
C -1.580 0.200 0.630
C -1.950 -1.024 -0.173
N -0.481 -1.493 -0.229
C -0.050 -0.305 0.510
C 0.893 0.705 -0.183
S 2.657 0.144 -0.010
H -1.914 1.251 -1.241
H -3.200 1.574 -0.220
H -1.690 2.426 -0.170
H -1.661 0.256 1.809
H -2.470 -0.719 -1.196
H -2.662 -1.872 0.292
H -0.175 -1.494 -1.230
H 0.383 -0.658 1.522
H 0.587 0.628 -1.381
H 0.830 1.689 0.275
H 2.151 -1.140 -0.259
*
```

Summary:
ΔE to the lowest compared entry with this formula, charge and spin in kcal per mole: 63.42
E in eV: -17685.71294
Kohn-Sham gap in eV: 9.870
LUMO level in Ha: 0.033
SMILES: C[C@H]1CN[C@H]1CS

---

# 3
Here is a single C5H11NS2 molecule at a distorted geometry from OMol25. Energies are from ωB97M-V/def2-TZVPD.

```
! wB97M-V def2-TZVPD RIJCOSX def2/J DEFGRID3
* xyz 0 1
C -0.509 -1.450 -0.053
C -1.749 -2.004 0.505
C 1.423 1.063 1.057
C 1.167 1.338 -1.421
C 1.089 0.427 -0.319
N -0.265 -0.173 -0.024
S -3.124 0.467 -0.612
S -1.556 1.038 0.440
H 0.064 -2.272 -0.401
H -2.732 -1.901 -0.086
H -2.082 -1.443 1.424
H -1.507 -3.013 0.821
H 1.499 0.375 1.915
H 2.333 1.500 0.938
H 0.698 1.687 1.362
H 2.170 1.565 -1.598
H 0.646 2.200 -1.287
H 0.659 0.989 -2.249
H 1.776 -0.392 -0.412
*
```

Summary:
ΔE to the lowest compared entry with this formula, charge and spin in kcal per mole: 56.13
E in eV: -28521.57609
Kohn-Sham gap (alpha / beta) in eV: 7.033 / 7.034
LUMO level (alpha / beta) in Ha: 0.007 / 0.007

---

# 4
Here is 2 unconnected molecules or ions with the total composition C5H11NSi at a distorted geometry from OMol25. Energies are from ωB97M-V/def2-TZVPD.

```
! wB97M-V def2-TZVPD RIJCOSX def2/J DEFGRID3
* xyz 0 1
C 0.632 1.781 1.267
C -1.129 0.434 2.350
C 1.760 -0.903 -0.597
C -0.674 -0.553 -2.726
C -0.631 1.327 1.273
N 1.783 1.878 1.459
Si -0.033 -0.947 -0.942
H -0.564 -0.464 2.357
H -0.951 1.085 3.277
H -2.137 0.093 2.282
H 2.221 -0.030 -0.283
H 1.822 -1.630 0.237
H 2.315 -1.137 -1.562
H -0.090 -1.066 -3.571
H -1.689 -0.743 -2.680
H -0.524 0.521 -2.870
H -1.323 2.129 0.739
H -0.788 -1.774 -0.008
*
```

Summary:
ΔE to the lowest compared entry with this formula, charge and spin in kcal per mole: 105.91
E in eV: -14727.14281
Kohn-Sham gap (alpha / beta) in eV: 7.368 / 6.145
LUMO level (alpha / beta) in Ha: -0.012 / -0.025

---

# 5
Here is a gas-phase ion, C5H11O (charge -1) at a distorted geometry from OMol25. Energies are from ωB97M-V/def2-TZVPD.

```
! wB97M-V def2-TZVPD RIJCOSX def2/J DEFGRID3
* xyz -1 1
C -0.326 2.358 0.012
C -0.601 1.627 1.300
C -0.805 0.089 0.983
C 0.213 -0.400 -0.120
C 0.393 -1.909 -0.555
O 1.203 -2.070 -1.717
H 0.806 2.482 -0.271
H -0.890 1.813 -0.735
H -0.623 3.449 -0.129
H -1.500 1.978 1.872
H 0.211 1.587 2.039
H -1.728 -0.043 0.338
H -0.883 -0.492 1.960
H 1.251 -0.101 0.234
H 0.123 0.082 -1.130
H 0.981 -2.410 0.295
H -0.611 -2.369 -0.461
*
```

Summary:
ΔE to the lowest compared entry with this formula, charge and spin in kcal per mole: 31.32
E in eV: -7409.04014
Kohn-Sham gap in eV: 5.866
LUMO level in Ha: 0.140
SMILES: CCCCC[O-]

---

# 6
Here is 2 unconnected molecules or ions with the total composition C5H11O2 at a distorted geometry from OMol25. Energies are from ωB97M-V/def2-TZVPD.

```
! wB97M-V def2-TZVPD RIJCOSX def2/J DEFGRID3
* xyz -1 1
O -1.078 1.258 1.746
C -2.039 0.981 0.984
O -2.028 0.194 -0.004
H -3.061 1.465 1.141
C 0.551 -1.411 0.403
C 1.547 -0.567 -0.442
C 1.750 -1.165 -1.864
C 0.952 0.932 -0.503
H 0.434 -1.016 1.403
H -0.441 -1.446 -0.099
H 0.973 -2.431 0.462
H 2.558 -0.595 0.090
H 2.530 -0.647 -2.430
H 0.800 -1.044 -2.463
H 1.998 -2.231 -1.885
H 0.721 1.276 0.529
H 1.718 1.511 -1.077
H 0.057 0.912 -1.081
*
```

Summary:
ΔE to the lowest compared entry with this formula, charge and spin in kcal per mole: 10.72
E in eV: -9459.56428
Kohn-Sham gap in eV: 8.094
LUMO level in Ha: 0.147

---

Number 1: M 117.22 g mol⁻¹. Number 2: M 117.22 g mol⁻¹. Number 3: M 149.28 g mol⁻¹. Number 4: M 113.24 g mol⁻¹. Number 5: M 87.14 g mol⁻¹. Number 6: M 103.14 g mol⁻¹.